Below is an isolated molecule of C4H7NO, with properties calculated with the ωB97M-V functional and the def2-TZVPD basis.

Positions of all 13 atoms, in Å:
1 C 1.1731 0.6124 -0.6891
2 C -0.0974 0.8630 0.1115
3 C -1.3782 0.1782 -0.2610
4 N -0.6740 -0.1822 0.9384
5 C -0.1173 -1.4318 1.1294
6 O -0.6274 -2.4754 0.7972
7 H 1.8202 -0.1365 -0.2226
8 H 1.7543 1.5333 -0.7704
9 H 0.9527 0.2696 -1.7042
10 H -0.1772 1.8516 0.5634
11 H -2.3380 0.6705 -0.1201
12 H -1.3397 -0.5431 -1.0780
13 H 0.8356 -1.3754 1.6846

Computed properties:
highest occupied orbital energy	-9.8	eV
relative energy (zero: lowest compared OMol25 entry of this formula, charge and spin)	1.809	eV
structure (SMILES)	C[C@H]1CN1C=O
maximum force	0.0073	Eh/bohr
frontier orbital gap	10.8	eV


Below is an isolated molecule of C4H4N2 in a non-equilibrium geometry, with properties calculated with the ωB97M-V functional and the def2-TZVPD basis.

Positions of all 10 atoms, in Å:
1 C 0.5453 0.8204 -0.3831
2 C 1.2141 -0.4507 0.0148
3 N 0.6935 -1.6113 0.2210
4 N -0.6176 -1.6528 -0.1494
5 C -1.1938 -0.5087 0.0010
6 C -0.5844 0.8068 0.3413
7 H 0.9837 1.6359 -0.9673
8 H 2.0807 -0.2651 0.6309
9 H -2.0683 -0.3905 -0.6194
10 H -1.0532 1.6161 0.9103

Computed properties:
highest occupied orbital energy	-9.5	eV
relative energy (zero: lowest compared OMol25 entry of this formula, charge and spin)	3.719	eV
structure (SMILES)	c1ccnnc1
maximum force	0.0251	Eh/bohr
frontier orbital gap	9.6	eV


Among the records above, which one has the lowest relative energy (zero: lowest compared OMol25 entry of this formula, charge and spin)?
C4H7NO